(1)
8 unconnected molecules or ions with the total composition C16H48N2O8 in a non-equilibrium geometry. Source: the Open Molecules 2025 dataset; level of theory: ωB97M-V/def2-TZVPD.

Last column: Löwdin charge in e.
Element x y z (Å)
C -0.905 -1.478 0.246  -0.1262
O 0.316 -2.125 0.048  -0.1160
H -1.346 -1.772 1.146  0.0652
H -1.568 -1.866 -0.565  0.0937
H -0.791 -0.384 0.212  0.0590
H 0.663 -2.258 0.907  0.0373
C 2.227 0.288 0.016  -0.1472
O 1.380 0.525 1.069  -0.1342
H 1.789 -0.393 -0.705  0.0594
H 3.248 -0.076 0.295  0.1070
H 2.354 1.242 -0.474  0.0821
H 1.487 -0.163 1.694  0.0096
C 2.100 -2.387 3.673  -0.0776
O 1.322 -1.455 2.853  -0.1867
H 1.713 -3.428 3.518  0.0947
H 2.058 -2.093 4.769  0.0993
H 3.135 -2.280 3.354  0.0820
H 0.373 -1.517 3.131  0.1169
C -0.941 3.337 1.509  -0.6198
O 0.063 4.217 1.133  -0.0977
N -2.120 3.706 2.032  0.1631
N -0.845 2.064 1.450  0.1387
H -2.454 4.662 1.948  0.1190
H -2.875 3.084 2.301  0.1158
H 0.035 1.734 1.063  0.0791
H -1.619 1.377 1.390  0.1574
C 1.215 2.642 4.412  -0.0151
C 0.410 1.375 4.514  -0.6728
C 0.316 0.977 6.017  -0.0273
O -0.711 1.467 4.030  0.0455
H 1.433 2.801 3.357  0.0844
H 2.130 2.590 4.980  0.0830
H 0.752 3.461 4.799  0.0554
H 0.959 0.599 4.067  0.0953
H 1.335 0.880 6.398  0.0733
H -0.218 0.050 6.239  0.0694
H -0.218 1.829 6.468  0.0875
H -0.667 1.826 3.182  0.0058
C -0.324 2.397 -1.717  -0.0434
C -1.476 3.385 -1.822  -0.6394
C -0.899 4.738 -2.205  -0.0409
O -2.434 3.125 -2.569  0.0361
H -0.593 1.404 -1.372  0.0592
H 0.266 2.857 -0.922  0.0629
H 0.324 2.374 -2.588  0.0837
H -1.992 3.413 -0.827  0.1339
H 0.035 4.948 -1.676  0.0740
H -1.542 5.599 -2.118  0.0753
H -0.370 4.702 -3.206  0.1073
H -3.017 3.863 -2.477  0.1119
C 0.467 -4.889 -3.605  -0.0357
C 0.712 -4.269 -2.260  -0.6642
C 0.732 -5.285 -1.162  -0.0478
O 1.770 -3.576 -2.144  0.0234
H -0.370 -5.537 -3.580  0.0677
H 1.259 -5.587 -3.884  0.0875
H 0.346 -4.096 -4.375  0.0863
H -0.156 -3.639 -2.010  0.1141
H 1.481 -6.012 -1.207  0.0605
H -0.217 -5.813 -1.123  0.0850
H 0.963 -4.753 -0.217  0.0803
H 1.728 -3.035 -1.362  0.0789
C 0.188 -0.271 -3.647  -0.0313
C -1.099 -0.577 -4.278  -0.6582
C -1.769 -1.844 -3.757  -0.0194
O -1.963 0.321 -4.319  0.0344
H 0.397 0.734 -3.943  0.0783
H 0.894 -1.018 -3.886  0.0824
H 0.110 -0.242 -2.592  0.0458
H -0.876 -0.716 -5.352  0.1557
H -1.147 -2.731 -3.629  0.0467
H -2.564 -2.140 -4.360  0.0524
H -2.378 -1.668 -2.837  0.0883
H -2.028 0.809 -3.477  0.1104

## Properties
DFT total energy, eV: -36724.517
LUMO energy, eV: 0.1
Maximum force, Eh/bohr: 0.2010
HOMO level, eV: -9.3840
ΔE to the lowest compared entry with this formula, charge and spin, eV: 6.136
HOMO-LUMO gap, hartree: 0.348



(2)
9 unconnected molecules or ions with the total composition C16H48NO11 in a non-equilibrium geometry. Source: the Open Molecules 2025 dataset; level of theory: ωB97M-V/def2-TZVPD.

Last column: Löwdin charge in e.
Element x y z (Å)
N 14.880 33.857 34.419  -0.4923
O 13.948 33.641 35.190  0.0002
O 16.055 33.570 34.665  0.0170
O 14.666 34.627 33.406  -0.0690
C 19.084 33.509 38.314  -0.0564
C 18.265 33.409 37.052  -0.3100
O 17.110 32.634 37.315  -0.1069
H 18.494 33.816 39.175  0.0794
H 19.538 34.434 38.121  0.0491
H 19.740 32.706 38.499  0.0582
H 18.673 32.934 36.248  0.0828
H 17.847 34.273 36.652  0.0827
H 16.458 32.959 36.673  0.0375
C 15.302 39.550 34.389  -0.0813
C 14.848 38.249 33.711  -0.2381
O 15.926 37.252 33.962  -0.0638
H 16.151 39.789 33.959  0.0142
H 15.279 39.621 35.487  0.0791
H 14.599 40.332 34.237  0.0571
H 14.562 38.470 32.791  0.0391
H 13.744 37.851 34.145  0.1555
H 15.598 36.455 33.639  -0.0133
C 13.689 29.409 37.723  -0.1123
C 13.914 30.757 37.053  -0.3388
O 13.170 30.840 35.861  -0.0482
H 14.052 28.590 37.067  0.0693
H 12.567 29.348 37.833  0.0808
H 14.191 29.338 38.749  0.0893
H 15.056 30.957 36.942  0.1304
H 13.456 31.530 37.711  0.1215
H 13.137 31.703 35.713  -0.0461
C 11.353 31.960 32.966  -0.0844
C 11.859 32.568 31.704  -0.2551
O 11.476 33.969 31.603  -0.0052
H 11.649 32.571 33.895  0.0739
H 11.847 30.960 33.153  0.0828
H 10.122 31.770 32.900  0.1420
H 11.443 32.017 31.167  -0.0241
H 12.990 32.726 31.645  0.1520
H 12.098 34.468 31.380  -0.0962
C 14.681 35.858 28.657  -0.0646
C 14.846 35.102 29.949  -0.4188
O 13.935 35.451 30.833  -0.0526
H 13.588 35.805 28.150  0.1360
H 15.322 35.426 27.964  0.0415
H 14.929 36.776 28.920  0.0153
H 15.832 35.283 30.381  0.1115
H 14.844 33.985 29.776  0.1277
H 14.270 34.969 31.605  0.0478
C 9.916 36.968 34.819  -0.0351
C 10.826 35.791 34.203  -0.2986
O 11.436 35.135 35.248  -0.0540
H 10.540 37.486 35.296  -0.0431
H 9.214 36.378 35.706  0.1537
H 9.400 37.550 34.149  0.0246
H 11.696 36.233 33.537  0.1383
H 10.277 34.983 33.728  0.0887
H 12.022 34.581 34.931  -0.0582
C 15.766 37.010 38.517  -0.0861
C 15.156 36.322 37.307  -0.3379
O 14.351 35.242 37.785  -0.0700
H 16.416 36.225 38.924  0.0704
H 14.857 37.145 39.154  0.0811
H 16.241 37.987 38.276  0.0783
H 15.978 36.043 36.647  0.0817
H 14.452 36.900 36.510  0.1481
H 13.990 34.789 37.072  0.0039
C 18.623 33.205 30.355  -0.0539
C 17.803 33.014 31.643  -0.2587
O 17.530 34.307 32.256  -0.0529
H 18.261 33.914 29.671  0.0562
H 18.914 32.264 29.907  0.0729
H 19.495 33.401 30.839  0.0332
H 18.359 32.504 32.270  0.0519
H 16.876 32.460 31.495  0.1121
H 16.956 34.193 32.935  -0.0425

## Properties
DFT total energy, eV: -41372.075
LUMO energy, eV: 2.9
Maximum force, Eh/bohr: 0.3025
Net charge: -1
HOMO level, eV: -6.9317
ΔE to the lowest compared entry with this formula, charge and spin, eV: 9.562
HOMO-LUMO gap, hartree: 0.363



Question: What is the formula in the second record?
Answer: C16H48NO11



Question: Among the records above, which one has the lowest DFT total energy?
Answer: C16H48NO11



Question: LUMO energy of number 1 (C16H48N2O8)?
Answer: 0.1 eV



Question: The lowest ΔE to the lowest compared entry with this formula, charge and spin belongs to which entry?
Answer: C16H48N2O8